1.
A cluster of 6 separate species, C29H41FIN8O2 in total. Source: the Open Molecules 2025 dataset; level of theory: ωB97M-V/def2-TZVPD.

XYZ file:
```
82
Properties=species:S:1:pos:R:3:forces:R:3
I 0.3584 -1.0847 -2.7633 0.1 -0.2 -0.4
F 2.1880 3.4697 -2.1524 0.2 0.0 0.2
O 0.0893 5.1232 -8.8642 -0.7 -0.2 2.3
O -1.4088 5.4371 -7.1928 0.3 -0.2 -0.5
N -0.2680 2.0644 0.2312 -0.1 -0.1 0.0
N 0.0301 -2.8908 0.5069 0.1 0.0 -0.2
N -2.3565 2.0101 8.0019 0.1 0.0 0.0
N 2.4397 -8.0996 0.9853 0.0 0.0 0.0
N -2.0319 -1.2424 5.0755 0.0 0.0 0.0
N 2.4432 1.3763 -3.0535 -0.7 0.2 0.3
N 2.2868 1.8515 -5.1755 -0.8 0.2 -0.1
N 0.9789 0.0448 -4.3590 0.0 -0.5 0.7
C 1.9003 -8.3054 2.2274 0.0 0.1 0.0
C -2.2677 3.1891 8.6893 0.0 0.0 0.0
C -1.1131 2.8208 0.9977 0.0 0.0 0.0
C 1.7000 -9.6500 2.3800 0.0 0.0 0.0
C 0.6011 4.0907 -6.7688 -0.5 0.3 -0.3
C 2.8366 2.7951 -3.1559 -0.6 -0.1 -0.1
C 2.6842 4.3872 -5.2276 -0.1 0.5 0.0
C -2.5649 -1.4510 6.3184 0.0 0.0 -0.1
C -1.0559 3.7543 8.3993 0.0 0.0 0.0
C 0.9919 -4.3824 1.8220 0.0 0.0 -0.1
C 2.1330 -10.2816 1.1826 0.0 0.0 0.0
C -0.3854 2.8807 7.5015 0.0 0.0 0.0
C -0.2151 -4.1196 -0.0578 0.0 0.1 0.0
C -0.2723 4.9030 -7.7168 0.7 0.5 -2.2
C -1.0781 0.7223 1.7963 0.0 -0.1 0.0
C 2.1871 3.1954 -4.4853 0.4 -1.1 0.1
C 1.7006 5.0140 -6.2448 0.1 -0.7 0.1
C -2.3349 -3.4258 5.2728 0.0 0.0 0.0
C -0.2415 0.7806 0.7150 0.0 0.0 -0.1
C -1.8896 -2.4428 4.4313 0.0 0.1 0.0
C -2.5478 4.4521 -5.2644 0.0 0.1 -0.2
C 0.7711 -3.0446 1.6495 0.0 0.0 0.0
C 0.3687 -5.0643 0.7387 0.1 0.0 0.0
C -1.2115 1.8126 7.2761 -0.1 0.1 0.0
C -1.6320 2.0170 1.9750 0.0 0.0 0.0
C -2.7644 -2.7953 6.4722 0.0 0.0 0.0
C 1.8443 1.0065 -4.1995 1.2 0.7 -0.3
C 2.5825 -9.2999 0.3423 0.0 0.0 0.0
C -2.3748 4.4472 -6.7805 0.1 0.0 0.5
H 1.5387 -4.8259 2.6368 0.0 0.0 0.0
H -2.2993 3.4940 -4.8214 0.0 -0.2 0.1
H 1.2146 5.8629 -5.7844 0.0 0.4 0.0
H 1.8457 1.7721 -6.0805 -0.1 0.1 -0.1
H 1.2892 -10.1293 3.2520 0.0 0.0 0.0
H -0.7862 -4.2142 -0.9663 -0.1 0.0 0.0
H 1.7073 -7.4812 2.8922 0.0 0.0 0.0
H -3.5589 4.7091 -4.9824 -0.2 0.0 0.1
H -2.0604 3.4723 -7.1384 0.1 -0.2 -0.1
H 0.3488 -6.1283 0.5699 0.0 0.0 0.0
H 2.1161 -11.3357 0.9652 0.0 0.0 0.0
H -3.1714 -3.2751 7.3456 0.0 0.0 0.0
H 3.6468 4.1958 -5.6842 0.2 -0.3 -0.1
H 2.6932 -7.2073 0.6060 0.0 0.0 0.0
H -1.8972 5.2109 -4.8502 0.2 0.2 0.2
H -1.0797 0.9353 6.6691 0.1 -0.1 0.0
H -3.1421 1.3889 8.0297 0.0 0.0 0.0
H -1.4848 -2.4941 3.4345 0.0 -0.1 0.0
H 1.0696 -2.1933 2.2376 0.0 0.0 0.0
H -1.2713 3.8631 0.7833 0.0 0.0 0.0
H -2.7576 -0.6293 6.9816 0.0 0.0 0.1
H 0.9999 3.2864 -7.3763 0.2 -0.3 0.0
H -1.7836 -0.3474 4.6983 0.0 0.1 0.0
H 3.9002 2.9263 -3.0357 0.3 0.1 0.0
H 0.3648 0.0184 0.2565 0.2 0.1 0.0
H 2.8660 5.1471 -4.4732 0.2 0.1 0.2
H 2.0598 1.0957 -2.1618 0.2 -0.2 0.1
H -1.2715 -0.1546 2.3919 0.0 0.0 0.0
H 2.2735 5.3288 -7.1049 0.1 0.4 -0.1
H -0.6889 4.6884 8.7885 0.0 0.0 0.0
H 0.5927 3.0200 7.0733 0.0 0.0 0.0
H -3.0696 3.5219 9.3247 0.0 0.0 0.0
H 1.1418 3.2756 -4.1945 -0.3 0.6 -0.1
H 0.6091 -0.1307 -5.2772 -0.1 -0.2 -0.1
H -3.2996 4.6719 -7.2903 -0.2 0.2 -0.2
H -0.2862 -2.0122 0.1484 -0.3 0.1 0.2
H -2.3291 2.3231 2.7359 0.0 0.0 0.0
H -0.0328 3.7082 -5.9751 0.0 -0.2 0.2
H 2.9900 -9.3516 -0.6522 0.0 0.0 0.0
H -2.3514 -4.4799 5.0546 0.0 0.0 0.0
H 0.2525 2.4084 -0.5529 0.0 0.1 0.0
```
Forces are in eV/Å.

Computed properties:
Spin multiplicity   1
Lowest unoccupied orbital energy   -5.14 eV
Total charge   +1

Table of Mulliken atomic charges, one value per atom, all in e:
1. I 0.318
2. F -0.285
3. O -0.542
4. O -0.358
5. N 0.113
6. N 0.176
7. N 0.076
8. N 0.025
9. N 0.132
10. N -0.206
11. N -0.291
12. N -0.534
13. C -0.284
14. C -0.542
15. C -0.474
16. C -0.533
17. C 0.150
18. C 0.038
19. C -1.082
20. C -0.150
21. C -0.351
22. C -0.294
23. C -0.389
24. C -0.641
25. C -0.878
26. C 0.065
27. C 0.273
28. C 0.190
29. C -0.711
30. C -0.686
31. C -0.547
32. C -0.119
33. C -1.005
34. C -0.794
35. C -0.165
36. C -0.222
37. C -0.929
38. C -0.530
39. C 0.760
40. C -0.526
41. C -0.358
42. H 0.403
43. H 0.274
44. H 0.428
45. H 0.280
46. H 0.405
47. H 0.382
48. H 0.296
49. H 0.319
50. H 0.332
51. H 0.547
52. H 0.395
53. H 0.414
54. H 0.492
55. H 0.238
56. H 0.316
57. H 0.289
58. H 0.170
59. H 0.234
60. H 0.446
61. H 0.387
62. H 0.111
63. H 0.064
64. H 0.226
65. H 0.395
66. H 0.360
67. H 0.319
68. H 0.078
69. H 0.257
70. H 0.263
71. H 0.393
72. H 0.394
73. H 0.383
74. H 0.272
75. H 0.270
76. H 0.439
77. H 0.153
78. H 0.422
79. H 0.343
80. H 0.377
81. H 0.415
82. H 0.130


2.
A structure of composition C29H41IrN2O3P2. Source: the Open Molecules 2025 dataset; level of theory: ωB97M-V/def2-TZVPD.

XYZ file:
```
78
Properties=species:S:1:pos:R:3:forces:R:3
Ir 0.2335 -0.1852 0.6493 1.1 0.2 0.2
P 1.6251 -1.1286 -1.0965 -0.6 -0.4 0.4
P -0.6675 1.6159 1.8144 0.0 -0.4 0.1
O 2.2375 0.3121 1.9484 -0.3 0.0 -0.1
O 2.6069 -1.0390 3.6097 -0.2 0.0 -0.3
O 0.9575 -1.3748 2.2374 -0.2 0.1 -0.1
N -0.6685 0.7374 -0.8601 0.3 0.2 0.1
N 1.9722 -0.7076 2.6478 0.5 0.1 0.3
C 1.9157 -3.7593 -2.3286 0.0 0.0 0.0
C -2.0977 1.8531 0.7459 0.2 0.0 -0.2
C -4.1895 1.9238 -1.0756 0.0 0.0 -0.1
C 4.1032 0.2232 -0.3580 0.1 -0.1 0.0
C -2.7785 -1.1116 0.9460 0.1 0.3 0.4
C -2.8068 -1.8951 -1.1931 -0.1 -0.2 -0.2
C 1.5649 3.2669 2.4368 0.0 0.1 0.0
C -1.5464 -2.0621 -0.7833 0.0 -0.4 0.3
C -0.5979 1.4613 -3.2124 0.0 0.0 -0.1
C -1.9453 0.4799 3.9919 0.0 -0.1 0.0
C -0.2171 1.2296 -4.5269 -0.1 0.1 0.2
C 0.4643 3.0299 1.4040 -0.2 0.2 0.0
C -0.3141 4.3257 1.1346 0.1 0.0 0.1
C -4.3695 2.4265 0.1999 0.0 0.0 0.1
C -1.3891 -1.5197 0.6116 0.2 -0.3 -0.5
C -3.5860 -1.3228 -0.0980 -0.2 0.1 0.0
C -1.0196 1.6338 3.6141 -0.2 0.2 -0.1
C -1.5264 2.9625 4.1913 0.0 0.0 -0.1
C 3.2742 -0.3402 -1.5036 -0.1 0.1 -0.2
C 2.8503 -3.3330 0.0076 0.0 0.0 0.0
C 0.6798 -0.4590 -2.5046 0.0 0.0 0.3
C -1.8844 1.3734 -0.5727 -0.5 0.0 0.0
C -2.9713 1.3897 -1.4615 0.2 0.1 0.1
C -0.2250 0.5839 -2.1906 0.1 -0.1 -0.1
C 1.0353 -0.6809 -3.8206 0.0 0.0 -0.3
C 4.1463 -1.2101 -2.4162 0.0 0.0 0.0
C 1.7745 -2.9780 -1.0242 -0.1 0.1 -0.1
C -3.3204 2.3756 1.1119 -0.1 0.1 0.0
C 0.5567 0.1324 -4.8458 0.2 -0.2 0.1
H 3.5784 0.9899 0.2000 -0.1 0.0 0.0
H -0.5253 1.9224 -5.2981 0.0 0.0 0.0
H -1.1577 2.3538 -2.9889 -0.2 0.1 0.1
H -5.3282 2.8312 0.4943 0.0 0.0 0.0
H 1.8257 -4.8260 -2.1174 0.0 0.0 0.0
H -2.4252 3.3112 3.6824 0.0 0.0 0.1
H 1.7158 -1.4883 -4.0580 -0.1 0.0 0.0
H 0.8362 -0.0609 -5.8722 0.0 0.0 0.0
H -0.7896 -2.5987 -1.3340 0.0 0.3 -0.1
H 0.3882 5.1068 0.8400 0.0 0.0 0.0
H 2.9424 0.5059 -2.1159 0.0 0.0 0.1
H 4.9955 0.6750 -0.7961 0.0 0.0 0.1
H 4.4272 -0.5446 0.3430 0.0 0.0 0.0
H 2.2522 4.0142 2.0370 0.0 0.0 0.0
H 0.9282 2.7197 0.4605 0.0 0.0 0.0
H -3.0788 -0.7701 1.9234 0.0 0.1 -0.1
H -0.7845 3.7553 4.1406 0.0 0.0 0.0
H -0.0243 1.4304 4.0273 0.0 0.0 0.0
H -1.5689 -0.4762 3.6257 0.0 0.0 0.0
H -2.0183 0.4214 5.0780 0.0 0.0 0.0
H -3.4714 2.7330 2.1212 0.0 0.0 -0.1
H -2.9531 0.6348 3.6028 0.0 0.0 0.0
H -3.2090 -2.1957 -2.1501 0.0 0.0 0.0
H 1.1623 3.6738 3.3634 0.0 0.0 0.0
H 0.8131 -3.2588 -0.5850 0.1 0.1 0.0
H 3.6057 -1.6213 -3.2669 0.1 0.0 0.0
H 2.6267 -4.3084 0.4387 0.0 0.0 0.0
H 1.1304 -3.5007 -3.0406 0.0 0.0 0.0
H 3.8374 -3.3919 -0.4456 0.0 0.0 0.0
H -2.8971 0.9184 -2.4259 0.1 0.0 -0.1
H 2.8959 -2.6175 0.8304 0.0 0.0 0.0
H -5.0170 1.9104 -1.7725 0.0 0.0 0.0
H 2.1325 2.3713 2.6679 0.0 0.0 0.0
H -0.8287 4.6699 2.0333 0.0 0.0 0.0
H 4.9524 -0.5925 -2.8143 0.0 0.0 0.0
H -1.7836 2.8233 5.2418 0.0 0.0 0.0
H -4.6494 -1.1362 -0.1326 0.0 0.0 0.0
H 4.6072 -2.0279 -1.8670 0.0 0.0 0.0
H -0.9793 -2.2162 1.3518 -0.1 -0.2 -0.2
H 2.8848 -3.6049 -2.8000 0.0 0.0 0.0
H -1.0492 4.2166 0.3387 0.0 0.0 0.0
```
Forces are in eV/Å.

Computed properties:
Spin multiplicity   2
Lowest unoccupied orbital energy (alpha / beta)   -3.29 / -5.05 eV
Total charge   +1
Expectation value of S²   0.7862
Energy relative to the best compared isomer or geometry (same formula, charge and spin)   58.6 kJ/mol

Table of Mulliken atomic charges, one value per atom, all in e:
1. Ir 1.464
2. P -0.295
3. P 0.653
4. O -0.434
5. O -0.680
6. O -0.787
7. N 0.398
8. N 0.826
9. C -1.708
10. C 0.313
11. C -1.144
12. C -1.347
13. C -0.624
14. C -1.186
15. C -1.631
16. C -0.364
17. C -0.213
18. C -1.591
19. C -0.977
20. C 0.816
21. C -1.431
22. C -0.892
23. C 0.095
24. C -0.608
25. C 0.526
26. C -1.218
27. C 0.933
28. C -1.369
29. C 0.216
30. C 0.002
31. C -0.327
32. C 0.150
33. C -0.587
34. C -1.464
35. C 0.769
36. C -0.796
37. C -1.084
38. H 0.104
39. H 0.417
40. H 0.657
41. H 0.458
42. H 0.466
43. H 0.151
44. H 0.336
45. H 0.473
46. H 0.510
47. H 0.496
48. H 0.588
49. H 0.505
50. H 0.317
51. H 0.502
52. H 0.230
53. H 0.389
54. H 0.258
55. H 0.527
56. H 0.232
57. H 0.608
58. H 0.188
59. H 0.258
60. H 0.513
61. H 0.315
62. H 0.632
63. H 0.230
64. H 0.410
65. H 0.323
66. H 0.325
67. H 0.592
68. H 0.255
69. H 0.443
70. H 0.290
71. H 0.257
72. H 0.479
73. H 0.506
74. H 0.541
75. H 0.288
76. H 0.944
77. H 0.318
78. H 0.265


3.
A structure of composition C29H41IrN7OSSe. Source: the Open Molecules 2025 dataset; level of theory: ωB97M-V/def2-TZVPD.

XYZ file:
```
81
Properties=species:S:1:pos:R:3:forces:R:3
Ir -0.7218 0.8695 -0.3871 -0.6 0.2 1.0
Se 1.3817 -0.3019 -0.3819 0.0 -0.1 -0.2
S -2.1883 3.1466 -1.3258 -0.1 0.1 -0.1
O -2.9408 2.4719 -0.2630 -0.1 -0.2 0.2
N -0.9264 2.4179 -1.6877 -0.1 0.0 0.2
N 0.3515 0.1060 3.4956 0.1 -0.1 0.0
N -1.6887 -0.8294 -0.6336 0.3 0.3 0.3
N -1.1120 -3.0034 -1.2469 0.1 -0.1 0.1
N 0.7799 2.0211 2.2700 0.1 0.0 0.0
N -0.9109 0.5698 1.5836 0.0 -0.2 -0.6
N -1.0775 -1.3176 -2.8328 0.1 0.0 0.0
C 4.8820 1.9486 -2.5961 -0.2 -0.1 0.1
C 0.0890 0.8969 2.4579 0.0 0.1 0.0
C 1.1723 1.4512 -3.1821 0.3 -0.1 -0.2
C -0.0695 -1.2879 3.5191 0.0 0.0 -0.1
C -2.8935 -1.0768 0.0766 0.0 0.2 0.1
C -3.8703 -1.8095 -0.5536 0.0 0.0 0.0
C 3.5947 2.0384 -3.1022 0.1 0.0 -0.1
C -0.0676 -1.9267 -3.6950 0.0 0.0 0.0
C 2.5182 1.3770 -2.5178 -0.3 0.0 -0.1
C 4.3729 -0.4056 0.3353 0.0 0.0 0.0
C -4.6968 -0.2298 3.2425 -0.1 -0.1 0.0
C 0.8274 0.6232 4.7774 0.0 0.0 0.0
C -3.1180 -0.5327 1.3797 0.0 -0.1 0.0
C 5.0877 1.1412 -1.4739 -0.1 0.0 -0.1
C 0.2500 3.1253 1.4806 0.0 0.0 0.1
C -2.2044 0.2973 2.1024 -0.1 0.0 -0.1
C 4.0492 0.4871 -0.8324 0.0 0.2 -0.1
C -1.3505 -4.0947 -2.1894 0.0 -0.1 0.0
C 2.1844 2.1540 2.6523 0.0 0.0 0.0
C -4.3781 -0.7928 1.9837 0.0 0.0 0.0
C -0.9187 -3.4025 0.1397 0.0 0.0 0.0
C -5.0839 -2.1055 0.0869 0.0 -0.1 -0.1
C -1.2792 -1.7315 -1.5810 -0.1 0.2 -0.2
C -2.5810 0.8823 3.2871 0.0 -0.1 -0.1
C -1.8438 -0.2169 -3.4143 -0.1 0.0 -0.1
C 6.0230 2.6760 -3.2324 0.1 0.1 -0.1
C -3.8249 0.5998 3.8737 0.0 0.1 0.1
C -5.3335 -1.6035 1.3254 0.0 0.0 0.1
C 2.7497 0.6510 -1.3606 0.1 -0.2 0.5
H 5.7611 3.0294 -4.2279 0.0 0.0 0.0
H 0.6302 -2.5002 -3.0884 0.0 0.0 0.0
H 0.1458 0.2729 5.5540 0.0 0.0 0.0
H 2.5608 1.2037 3.0167 0.0 0.0 0.0
H 5.4485 -0.4216 0.4995 0.0 0.0 0.0
H -0.4195 -4.5777 -2.4868 0.0 0.0 0.0
H 0.6967 -1.8687 4.0298 0.0 0.0 0.0
H -4.0853 1.0601 4.8170 0.0 0.0 0.0
H -0.4589 -2.5851 0.6902 0.0 0.0 0.0
H 6.8987 2.0327 -3.3149 0.0 0.0 0.0
H 3.8980 -0.0653 1.2559 -0.1 0.0 0.1
H 0.8232 1.7095 4.7744 0.0 0.0 0.0
H -1.0195 -1.3988 4.0468 0.0 0.0 0.0
H 1.2637 1.1799 -4.2340 0.1 0.0 -0.1
H -0.2497 -4.2608 0.1610 0.0 0.0 0.0
H -1.9142 1.5742 3.7870 0.0 0.0 0.0
H -1.8678 -3.7249 -3.0702 0.0 0.0 0.0
H -1.8710 -3.6721 0.6031 0.0 0.0 0.0
H -0.5137 -2.5655 -4.4575 0.0 0.0 0.0
H 2.7532 2.4419 1.7663 0.0 0.0 0.0
H 2.3152 2.9166 3.4202 0.0 0.0 0.0
H -0.8344 3.0543 1.4146 0.0 0.0 0.0
H 0.7072 3.1550 0.4845 0.0 0.0 0.0
H 4.0595 -1.4381 0.1674 0.0 0.0 0.0
H 6.3071 3.5423 -2.6322 0.0 0.0 0.0
H -1.2197 0.6643 -3.5746 -0.2 -0.1 -0.1
H 0.4480 0.7739 -2.7088 0.5 0.2 -0.3
H -5.8244 -2.7035 -0.4263 0.0 0.0 0.0
H -5.6644 -0.4472 3.6753 0.0 0.0 0.0
H 0.4980 4.0608 1.9833 0.0 0.0 0.0
H -0.1751 -1.6556 2.5018 0.0 0.0 0.1
H 3.4124 2.6216 -3.9976 0.0 0.0 0.0
H 0.7541 2.4573 -3.1392 0.1 -0.2 0.0
H -3.7162 -2.1625 -1.5667 0.0 0.0 0.0
H -6.2791 -1.7913 1.8163 0.0 0.0 0.0
H -2.6822 0.0352 -2.7689 0.0 0.0 0.0
H 0.4778 -1.1244 -4.1888 0.0 0.0 0.0
H 1.8306 0.2618 5.0030 0.0 0.0 0.0
H -2.2347 -0.5480 -4.3771 0.0 0.0 0.0
H 6.0935 1.0103 -1.0925 0.0 0.0 0.0
H -1.9867 -4.8293 -1.6956 0.0 0.0 0.0
```
Forces are in eV/Å.

Computed properties:
Spin multiplicity   2
Lowest unoccupied orbital energy (alpha / beta)   -7.41 / -7.67 eV
Total charge   +2
Expectation value of S²   0.7577
Energy relative to the best compared isomer or geometry (same formula, charge and spin)   0.0 kJ/mol

Table of Mulliken atomic charges, one value per atom, all in e:
1. Ir 1.744
2. Se -0.058
3. S 0.246
4. O -0.358
5. N -0.345
6. N 0.423
7. N 0.639
8. N 0.440
9. N 0.370
10. N 0.872
11. N 0.537
12. C 0.467
13. C -0.234
14. C 0.156
15. C -0.937
16. C 0.808
17. C -0.383
18. C -1.001
19. C -1.176
20. C 0.262
21. C -1.570
22. C -0.908
23. C -1.195
24. C -0.411
25. C -0.888
26. C -1.292
27. C 0.461
28. C 0.192
29. C -1.195
30. C -1.344
31. C 0.526
32. C -0.794
33. C -1.319
34. C -0.871
35. C -0.221
36. C -0.797
37. C -1.561
38. C -1.274
39. C -0.860
40. C 1.238
41. H 0.359
42. H 0.370
43. H 0.407
44. H 0.407
45. H 0.428
46. H 0.403
47. H 0.505
48. H 0.434
49. H -0.204
50. H 0.390
51. H 0.156
52. H 0.392
53. H 0.322
54. H 0.695
55. H 0.525
56. H 0.625
57. H 0.387
58. H 0.297
59. H 0.376
60. H 0.469
61. H 0.328
62. H 0.340
63. H 0.313
64. H 0.368
65. H 0.321
66. H 0.148
67. H -1.750
68. H 0.435
69. H 0.476
70. H 0.455
71. H 0.194
72. H 0.436
73. H 0.452
74. H 0.569
75. H 0.469
76. H 0.278
77. H 0.347
78. H 0.403
79. H 0.456
80. H 0.421
81. H 0.407